The following is a DFT calculation (wB97M-V/def2-TZVPD) of a gas-phase ion, CH4N3 (charge +1).

```
8
Properties=species:S:1:pos:R:3:forces:R:3
N -0.507892 -0.525892 -0.026615 0.89 -2.45 0.84
N 2.092337 -0.667400 0.377712 1.63 -8.44 6.35
N 0.984195 0.154153 0.524380 1.59 0.89 -4.78
C 1.934281 0.241898 -0.488068 -3.46 8.92 -4.41
H -0.503543 -1.059299 -0.971488 0.56 0.22 2.26
H -0.757207 -0.977269 0.896295 -0.26 -0.07 -1.75
H -1.043787 0.267209 -0.217101 -1.17 2.01 0.17
H 2.028962 0.772297 -1.474678 0.21 -1.09 1.30
```
Forces are in eV/Å.

Summary:
⟨S²⟩ = 2.0179
2S+1 = 3
total charge = +1
Kohn-Sham gap (alpha / beta) = 7.1 / 8.0 eV
HOMO energy (alpha / beta) = -0.452 / -0.620 Ha
ΔE to the lowest compared entry with this formula, charge and spin = 4.513 eV

The following is a DFT calculation (wB97M-V/def2-TZVPD) of a single C10H13NO4S molecule.

```
29
Properties=species:S:1:pos:R:3:forces:R:3
S -0.238465 -2.183717 0.458883 -0.01 -0.51 0.01
O 0.250868 1.647712 -1.681866 -0.09 0.10 -0.24
O 2.248869 0.537248 2.353131 -0.42 0.24 0.50
O -1.890665 1.210770 1.140038 0.46 -0.21 0.16
O 3.944143 -0.365964 1.224222 0.03 -0.05 -0.11
N 0.638880 0.695717 0.336439 -0.02 0.37 0.18
C -2.557251 2.189768 -0.751015 0.82 -0.36 0.25
C -1.113543 -2.057220 -1.124480 0.37 0.11 0.42
C -1.506218 1.594914 -0.100715 -0.73 0.59 -0.93
C -3.641732 2.164617 0.151127 0.07 -0.23 0.53
C 1.997278 -1.021082 -0.845216 0.08 0.07 0.22
C -3.174699 1.558743 1.279446 -0.76 0.34 -0.27
C -0.138987 1.329766 -0.571713 0.31 -0.25 0.54
C 1.491512 -2.260329 -0.121491 -0.48 0.11 -0.05
C 1.971082 0.266860 0.003641 0.06 -0.08 -0.49
C 2.838774 0.103717 1.236746 0.29 -0.03 -0.12
H 2.076429 -2.448118 0.778603 0.07 -0.11 0.00
H -0.793072 -2.864822 -1.776526 -0.05 -0.04 -0.13
H 1.568498 -3.129955 -0.775791 0.13 -0.02 0.06
H -2.170722 -2.157286 -0.901681 -0.10 -0.01 -0.04
H 3.032546 -1.204786 -1.139208 -0.02 0.04 -0.08
H -4.629017 2.543408 -0.015107 -0.22 0.05 0.04
H 2.840789 0.425747 3.114262 0.11 -0.10 -0.28
H 0.233303 0.376938 1.202984 -0.04 0.06 -0.18
H 2.419162 1.059937 -0.613835 0.01 -0.15 0.22
H -3.646619 1.326266 2.213964 0.04 -0.07 0.15
H 1.412356 -0.835980 -1.747122 0.07 0.05 0.00
H -2.537374 2.587533 -1.744285 0.09 0.06 -0.22
H -0.926125 -1.090401 -1.583438 -0.07 0.03 -0.16
```
Forces are in eV/Å.

Summary:
2S+1 = 1
total charge = 0
Kohn-Sham gap = 8.9 eV
HOMO energy = -0.309 Ha
ΔE to the lowest compared entry with this formula, charge and spin = 0.000 eV

The following is a DFT calculation (wB97M-V/def2-TZVPD) of a gas-phase ion, C7H18N2S (charge +2).

```
28
Properties=species:S:1:pos:R:3:forces:R:3
S -1.763006 -2.079129 -0.489203 0.39 -1.98 0.24
N -1.230396 0.564975 -0.721584 -2.14 -2.29 0.59
N 0.501497 -0.901838 0.733152 -3.12 1.47 -2.16
C -0.857350 -0.706489 -0.170438 2.54 -1.30 1.64
C 0.599704 -2.137968 1.319665 -0.31 -1.49 5.10
C 1.389265 0.120360 1.154948 0.72 0.56 -2.21
C -2.542753 0.314082 -1.590505 2.94 0.61 -0.81
C 2.883124 -0.179741 0.696771 -0.37 0.25 5.67
C -1.617473 1.444649 0.363199 -1.49 1.41 0.44
C -0.258666 1.018683 -1.648270 3.37 1.34 -2.40
H 1.149804 -2.872786 0.756331 -0.10 -0.60 -0.63
H -2.224031 -0.464250 -2.309201 -0.56 1.05 -0.19
H -3.239669 -0.055017 -0.944819 -2.09 -0.93 1.71
H -0.838516 -3.078192 -0.112540 -1.01 1.18 -0.62
H 0.217977 0.168416 -2.134980 -0.51 -0.41 -0.14
H -2.232689 0.992610 1.142087 -0.17 -0.43 -0.55
H 3.036447 0.017914 -0.291669 0.51 0.23 -2.58
H 1.039180 1.046282 0.751825 0.17 0.55 -0.60
H 3.219129 -1.154574 1.120113 -0.32 0.44 -0.97
H 3.442289 0.529761 1.396930 -0.42 -0.58 -1.41
H -2.129513 2.301002 -0.049614 -0.22 0.28 -0.09
H 0.697140 1.490772 -1.235363 -1.93 0.18 -0.20
H 1.265517 -1.988076 2.254460 -0.87 -0.38 -1.37
H 1.294832 0.298276 2.187323 0.15 -0.49 1.78
H -2.812436 1.317728 -1.910335 -0.01 -0.31 -0.54
H -0.428713 -2.492231 1.800193 2.21 0.47 -1.31
H -0.775188 1.546773 -2.474027 0.80 0.42 0.73
H -0.780032 1.808044 0.846593 1.84 0.78 0.89
```
Forces are in eV/Å.

Summary:
⟨S²⟩ = 2.0085
2S+1 = 3
total charge = +2
Kohn-Sham gap (alpha / beta) = 9.2 / 7.9 eV
HOMO energy (alpha / beta) = -0.588 / -0.709 Ha

| no. | total energy (Eh) | maximum force (eV/Å) |
| --- | --- | --- |
| 1 | -204.18556 | 10.69 |
| 2 | -1142.78168 | 1.32 |
| 3 | -784.33690 | 5.69 |